{"formula": "C24H50BN2O5Si", "method": "ωB97M-V with the def2-TZVPD basis set", "elements": ["H", "H", "C", "H", "H", "H", "C", "C", "H", "H", "Si", "N", "H", "H", "H", "C", "H", "H", "C", "C", "O", "H", "H", "O", "H", "H", "H", "H", "H", "C", "H", "C", "H", "H", "H", "H", "H", "H", "H", "H", "H", "H", "H", "H", "H", "C", "C", "H", "C", "H", "H", "H", "O", "H", "C", "C", "C", "N", "C", "H", "H", "C", "C", "H", "C", "H", "H", "B", "O", "C", "C", "H", "H", "C", "C", "H", "H", "C", "H", "H", "O", "H", "C"], "coordinates": [[-2.41, 0.10, 0.35], [-1.20, 4.05, -0.47], [2.77, 0.54, 1.15], [-3.74, 1.46, 3.54], [-1.01, 0.05, -0.87], [-2.51, -2.89, 6.06], [3.04, 2.62, -0.48], [2.79, -4.23, -1.47], [-2.03, -2.54, 1.76], [6.44, -3.52, 0.22], [-2.12, -2.18, -0.81], [0.93, 6.78, -2.94], [3.68, -1.86, -2.84], [-0.49, -4.39, -1.23], [-1.19, 0.22, 4.22], [-0.98, 5.20, -2.71], [-3.86, -1.75, 6.24], [2.12, -1.41, 0.11], [-0.47, 6.64, -2.51], [-0.18, 3.94, -0.84], [5.34, -6.04, -1.12], [0.50, 4.60, -0.30], [-1.38, -3.95, 0.79], [-1.21, -2.57, -2.22], [-1.60, 6.91, -0.67], [-3.13, 2.42, 5.62], [-1.09, 7.30, -3.14], [0.69, -0.76, -2.77], [2.57, 2.22, -2.76], [2.27, 0.25, -1.54], [-3.73, -0.82, 2.91], [-0.76, -3.95, -2.25], [-1.65, 0.69, 2.76], [-4.25, 1.11, 6.01], [0.14, 6.72, -0.41], [0.96, -5.05, -3.25], [-2.16, -1.20, 6.41], [-1.52, -4.67, -2.73], [3.36, 2.73, 1.81], [5.35, -4.71, 1.25], [2.36, -5.31, -1.57], [1.46, 6.05, -2.47], [-0.30, -2.43, 0.95], [1.20, -2.59, -1.31], [-2.51, 0.91, 6.27], [4.98, -4.83, -1.00], [2.57, -1.97, -3.05], [0.47, -3.48, -4.13], [-2.84, -1.87, 5.87], [-1.08, 5.02, -3.79], [-2.74, 0.24, -1.54], [2.02, 0.11, -3.76], [4.16, -4.30, -2.02], [2.79, 0.06, 2.19], [2.63, 1.77, -1.70], [-3.26, 1.33, 5.60], [-3.98, -2.69, -0.90], [-1.72, 0.95, 3.75], [-3.12, 0.82, 4.17], [-4.64, -0.76, 4.42], [-1.99, 5.07, -2.29], [-2.12, -0.24, -0.70], [-3.64, -0.63, 3.99], [0.15, 2.92, -0.66], [0.63, -3.95, -3.10], [3.26, 3.72, -0.65], [-0.48, 8.23, -1.04], [1.80, -3.14, -2.20], [-2.75, -1.63, 4.47], [5.43, -4.03, 0.32], [2.36, -0.32, -0.10], [-4.53, -1.79, -1.38], [2.45, -2.22, -4.18], [-0.61, 7.14, -1.08], [3.09, 2.03, 0.96], [-4.35, -2.70, 0.20], [2.78, -4.02, -0.33], [1.82, -0.56, -2.83], [4.62, -3.22, 0.49], [1.00, 6.54, -3.92], [-0.10, 4.19, -2.24], [-4.18, -3.67, -1.44], [-1.37, -2.80, 0.84]], "lumo_energy_ev": 2.343, "homo_ha": -0.1927, "charge": -1}

***

{"formula": "C5H4N4O2", "method": "ωB97M-V with the def2-TZVPD basis set", "elements": ["H", "C", "C", "H", "C", "N", "H", "O", "C", "N", "N", "H", "N", "C", "O"], "coordinates": [[-1.27, 1.47, -3.07], [0.30, 0.54, -0.71], [-1.04, -0.69, 0.79], [0.92, 1.55, -2.14], [-1.13, 0.85, -2.30], [1.55, 0.47, -0.14], [0.26, -1.15, 2.42], [2.56, -0.30, 1.81], [1.54, -0.24, 1.00], [0.13, 1.10, -2.01], [0.22, -0.68, 1.53], [2.28, -0.77, 2.39], [-1.85, 0.34, -1.42], [-0.85, -0.04, -0.46], [-2.00, -1.23, 1.29]], "lumo_energy_ev": 0.222, "homo_ha": -0.3304, "charge": 0, "e_above_lowest_kcal_mol": 62.7}

***

| no. | calculated total energy (eV) |
| --- | --- |
| 1 | -47466.910 |
| 2 | -15302.618 |